{"formula": "C4H11NO", "method": "ωB97M-V/def2-TZVPD", "homo_ev": -9.68, "gap_ha": 0.2454, "largest_force_ha_per_bohr": 0.084, "total_energy_ha": -288.64696, "total_charge": 0, "spin_multiplicity": 1, "relative_energy_kj_mol": 971.6, "species": ["C", "C", "N", "C", "C", "O", "H", "H", "H", "H", "H", "H", "H", "H", "H", "H", "H"], "positions_angstrom": [[1.104, 0.449, -1.133], [1.197, -0.874, -0.375], [0.053, -1.539, 0.702], [-0.578, -0.413, 1.377], [-1.673, 0.402, 0.657], [-0.137, 2.242, -1.501], [1.109, 1.324, -0.464], [0.240, 0.533, -1.835], [1.935, 0.608, -1.819], [2.073, -0.832, 0.273], [1.424, -1.598, -1.162], [-0.045, -1.471, -0.363], [0.212, 0.262, 1.700], [-1.075, -0.772, 2.275], [-2.452, -0.280, 0.316], [-2.170, 0.967, 1.455], [-1.216, 0.991, -0.103]], "atomic_forces_ev_per_a": [[-0.758, 1.456, 0.022], [2.468, 0.200, 1.628], [1.569, 1.257, -3.727], [-0.576, 0.558, 0.059], [0.170, -1.219, 1.321], [0.637, -1.116, 0.060], [0.162, 0.062, 0.152], [-0.364, -0.022, -0.040], [0.211, -0.157, 0.175], [0.148, 0.236, -0.219], [-0.230, -0.490, 0.335], [-3.793, -1.611, 1.229], [0.057, 0.278, 0.314], [0.388, -0.531, 0.164], [0.124, -0.017, -0.494], [0.237, 0.488, -0.440], [-0.451, 0.627, -0.541]]}